Record 1
# C18H26ClIrNO3PTe

A molecular structure, C18H26ClIrNO3PTe (the ωB97M-V functional and the def2-TZVPD basis, the OMol25 dataset).

## Properties
E_HOMO in Ha: -0.5266
Lowest unoccupied orbital energy in eV: -7.44
ΔE to the lowest compared entry with this formula, charge and spin in kcal per mole: 0.00
Total energy in a.u.: -2155.41613
Molar mass in g/mol: 690.654

ORCA input file:
```
! RIJCOSX wB97M-V def2-TZVPD def2/J DEFGRID3
* xyz 2 1
Ir 0.395 -0.305 -1.246
C 3.627 0.889 1.083
P 3.635 -0.412 -0.145
C 3.661 -1.978 0.715
C 5.132 -0.271 -1.103
O 2.440 -0.299 -1.100
H 4.472 0.760 1.761
H 2.704 0.856 1.663
H 3.714 1.860 0.594
H 4.594 -2.074 1.272
H 3.595 -2.789 -0.010
H 2.821 -2.047 1.406
H 6.002 -0.293 -0.446
H 5.126 0.667 -1.657
H 5.196 -1.102 -1.806
C -5.835 -1.191 -1.832
C -4.363 -0.969 -1.693
C -3.434 -1.955 -2.015
C -2.087 -1.709 -1.868
N -1.617 -0.531 -1.427
C -2.500 0.429 -1.101
C -3.857 0.244 -1.222
H -6.059 -2.187 -2.206
H -6.265 -0.458 -2.516
H -6.329 -1.061 -0.868
H -3.754 -2.923 -2.376
H -1.352 -2.472 -2.098
H -2.084 1.351 -0.719
H -4.524 1.049 -0.942
Cl -0.121 0.051 7.081
C -0.050 -0.060 5.374
C -0.113 1.105 4.612
C -0.055 1.015 3.238
C 0.068 -0.237 2.628
C 0.126 -1.401 3.401
C 0.067 -1.313 4.776
C 0.146 -0.347 1.190
O 0.315 -1.429 0.550
O 0.085 0.709 0.415
H -0.208 2.061 5.106
H -0.107 1.912 2.635
H 0.207 -2.366 2.919
H 0.106 -2.199 5.394
C 0.229 3.227 -1.871
Te 0.741 1.538 -3.042
C -1.025 1.535 -4.215
H 0.363 4.113 -2.487
H 0.900 3.258 -1.017
H -0.803 3.144 -1.542
H -1.889 1.701 -3.576
H -1.101 0.574 -4.717
H -0.932 2.329 -4.951
*
```

---

Record 2
# C18H26F6Ge2NO4S2Ti

A molecular structure, C18H26F6Ge2NO4S2Ti (the ωB97M-V functional and the def2-TZVPD basis, the OMol25 dataset).

## Properties
E_HOMO (spin up / spin down) in Ha: -0.6198 / -0.6200
Lowest unoccupied orbital energy (spin up / spin down) in eV: -12.70 / -12.17
ΔE to the lowest compared entry with this formula, charge and spin in kcal per mole: 14.50
Total energy in a.u.: -7454.84588
Molar mass in g/mol: 691.618

ORCA input file:
```
! RIJCOSX wB97M-V def2-TZVPD def2/J DEFGRID3
* xyz 3 1
Ti -0.589 1.074 1.293
C -2.211 -3.435 0.945
C -2.034 -2.025 1.499
Ge -1.584 -0.957 -0.132
C -2.979 -0.282 -1.301
C -3.394 -1.371 -2.297
C -0.232 -1.926 -1.108
C 0.983 -1.393 -1.284
Ge 1.002 0.360 -0.538
C 1.510 0.472 1.572
C 3.010 0.198 1.494
C 1.293 2.102 -1.389
C 2.341 1.983 -2.506
C 2.177 -1.871 -1.982
C 2.148 -3.035 -2.751
C 3.297 -3.468 -3.389
C 4.481 -2.750 -3.270
C 4.526 -1.592 -2.507
C 3.374 -1.165 -1.871
H -2.563 -4.052 1.777
H -1.278 -3.865 0.584
H -2.960 -3.495 0.155
H -1.247 -1.968 2.247
H -2.942 -1.594 1.918
H -2.581 0.599 -1.806
H -3.810 0.041 -0.672
H -2.577 -1.649 -2.962
H -4.208 -0.988 -2.914
H -3.762 -2.271 -1.803
H -0.464 -2.904 -1.528
H 1.006 -0.317 2.162
H 1.363 1.472 2.047
H 3.216 -0.780 1.060
H 3.413 0.212 2.509
H 3.533 0.965 0.920
H 1.582 2.804 -0.607
H 0.317 2.393 -1.782
H 3.343 1.826 -2.112
H 2.340 2.927 -3.053
H 2.114 1.189 -3.214
H 1.231 -3.600 -2.862
H 3.271 -4.369 -3.986
H 5.375 -3.095 -3.773
H 5.449 -1.036 -2.416
H 3.405 -0.259 -1.262
F -3.092 0.804 5.388
C -2.088 1.621 5.320
F -2.301 2.770 5.869
F -0.960 1.071 5.677
S -1.786 1.923 3.419
O -1.592 0.512 2.813
O -0.514 2.583 3.102
N -3.005 2.634 2.765
S -2.863 3.044 1.246
O -1.980 1.946 0.552
O -4.059 3.330 0.571
C -1.588 4.469 1.084
F -0.404 3.871 0.783
F -1.492 5.101 2.215
F -1.961 5.215 0.092
*
```

---

Record 3
# C18H26FN3O2

C18H26FN3O2 in the gas phase (the ωB97M-V functional and the def2-TZVPD basis, the OMol25 dataset).

## Properties
E_HOMO in Ha: -0.3196
Lowest unoccupied orbital energy in eV: 0.59
SMILES: CC(=O)NC1(c2cccc(F)c2)CCN(CC(=O)NC(C)C)CC1
ΔE to the lowest compared entry with this formula, charge and spin in kcal per mole: 0.00
Total energy in a.u.: -1116.16209
Molar mass in g/mol: 335.423

ORCA input file:
```
! RIJCOSX wB97M-V def2-TZVPD def2/J DEFGRID3
* xyz 0 1
C -3.205 -4.117 -0.306
C -2.027 -3.193 -0.064
O -0.911 -3.595 0.188
N -2.355 -1.884 -0.163
H -3.316 -1.652 -0.356
C -1.441 -0.748 0.032
C -2.280 0.492 -0.236
C -2.797 0.688 -1.517
C -3.590 1.780 -1.817
C -3.901 2.712 -0.842
C -3.409 2.498 0.430
C -2.617 1.409 0.750
H -2.293 1.305 1.771
F -3.714 3.376 1.409
H -4.514 3.574 -1.050
H -3.970 1.908 -2.819
H -2.585 -0.029 -2.295
C -0.271 -0.855 -0.967
C 0.808 0.190 -0.668
N 1.350 0.099 0.676
C 0.282 0.204 1.648
C -0.843 -0.820 1.446
H -1.621 -0.692 2.200
H -0.428 -1.822 1.568
H 0.705 0.086 2.648
H -0.111 1.223 1.566
C 2.240 -1.036 0.860
C 3.589 -0.786 0.185
O 4.282 -1.679 -0.255
N 3.934 0.515 0.173
H 3.249 1.171 0.520
C 5.141 1.030 -0.435
C 4.797 1.856 -1.674
H 5.705 2.218 -2.149
H 4.250 1.248 -2.391
H 4.183 2.711 -1.400
C 5.923 1.857 0.582
H 6.856 2.204 0.148
H 6.150 1.258 1.460
H 5.341 2.723 0.892
H 5.725 0.151 -0.728
H 1.845 -1.992 0.491
H 2.438 -1.153 1.930
H 1.629 0.077 -1.379
H 0.385 1.195 -0.785
H 0.154 -1.854 -0.875
H -0.619 -0.732 -1.991
H -2.871 -5.147 -0.227
H -3.981 -3.934 0.435
H -3.619 -3.948 -1.297
*
```

---

Record 4
# C18H26IrN4S2Sb2

A molecular structure, C18H26IrN4S2Sb2 (the ωB97M-V functional and the def2-TZVPD basis, the OMol25 dataset).

## Properties
E_HOMO in Ha: -0.6203
Lowest unoccupied orbital energy in eV: -11.15
ΔE to the lowest compared entry with this formula, charge and spin in kcal per mole: 0.00
Total energy in a.u.: -2300.75281
Molar mass in g/mol: 798.305

ORCA input file:
```
! RIJCOSX wB97M-V def2-TZVPD def2/J DEFGRID3
* xyz 3 1
Ir 0.593 0.040 0.169
C -2.289 -2.394 0.341
Sb -0.668 -1.884 -0.905
C -1.410 -1.377 -2.808
C 0.732 -3.501 -1.159
C 1.305 -3.464 -2.541
C 0.644 -4.180 -3.541
C 1.130 -4.210 -4.837
C 2.295 -3.522 -5.148
C 2.959 -2.808 -4.164
C 2.480 -2.760 -2.854
C 3.249 -1.969 -1.839
Sb 2.479 0.040 -1.696
C 2.245 0.559 -3.735
C 4.076 1.264 -1.041
H -2.924 -1.523 0.496
H -1.905 -2.763 1.289
H -2.860 -3.178 -0.157
H -2.081 -2.176 -3.125
H -0.583 -1.311 -3.513
H -1.966 -0.443 -2.754
H 0.126 -4.395 -0.996
H 1.460 -3.448 -0.352
H -0.243 -4.753 -3.293
H 0.618 -4.788 -5.594
H 2.699 -3.561 -6.150
H 3.889 -2.308 -4.409
H 4.288 -1.841 -2.145
H 3.261 -2.416 -0.846
H 3.169 0.265 -4.232
H 2.123 1.636 -3.831
H 1.419 0.024 -4.202
H 4.902 1.133 -1.739
H 4.391 0.963 -0.044
H 3.766 2.306 -1.031
N 0.472 -1.836 3.111
C -0.387 -0.783 3.024
N -0.437 0.022 1.972
C -1.431 0.988 2.108
C -2.144 0.895 3.245
S -1.555 -0.402 4.214
C -1.528 1.873 0.964
C -2.263 2.971 0.747
S -2.015 3.578 -0.847
C -0.903 2.317 -1.178
N -0.710 1.506 -0.131
N -0.308 2.191 -2.368
H 1.428 -1.666 2.829
H 0.428 -2.395 3.954
H -2.972 1.498 3.582
H -2.938 3.472 1.423
H -0.548 2.825 -3.116
H 0.101 1.310 -2.631
*
```

---

Record 5
# C18H26N2O2

C18H26N2O2 in the gas phase (the ωB97M-V functional and the def2-TZVPD basis, the OMol25 dataset).

## Properties
E_HOMO in Ha: -0.3321
Lowest unoccupied orbital energy in eV: 0.81
SMILES: CC(C)CCNC(=O)[C@H]1CCC(=O)N1CCc1ccccc1
ΔE to the lowest compared entry with this formula, charge and spin in kcal per mole: 5.74
Total energy in a.u.: -961.54395
Molar mass in g/mol: 302.418

ORCA input file:
```
! RIJCOSX wB97M-V def2-TZVPD def2/J DEFGRID3
* xyz 0 1
C -3.167 -0.091 1.374
H -3.135 0.634 0.566
H -2.278 0.024 1.991
H -4.037 0.128 1.989
C -3.258 -1.510 0.821
C -4.505 -1.658 -0.048
H -4.500 -0.940 -0.864
H -5.398 -1.480 0.547
H -4.567 -2.659 -0.467
C -1.987 -1.920 0.061
H -2.139 -2.929 -0.328
H -1.148 -1.964 0.761
C -1.596 -1.012 -1.106
N -0.793 0.115 -0.684
C -1.047 1.371 -1.082
O -1.985 1.682 -1.790
C -0.108 2.444 -0.511
N 1.230 1.993 -0.202
C 1.477 1.860 1.125
O 2.541 1.553 1.610
C 0.184 2.158 1.867
H 0.388 2.721 2.776
C -0.655 2.925 0.850
H -1.722 2.735 0.944
H -0.488 3.997 0.956
H -0.280 1.213 2.154
C 2.285 1.958 -1.187
H 3.214 2.180 -0.655
H 2.098 2.745 -1.924
C 2.422 0.608 -1.907
C 2.801 -0.508 -0.969
C 2.013 -1.646 -0.865
C 2.338 -2.660 0.020
C 3.467 -2.550 0.811
C 4.277 -1.433 0.694
C 3.950 -0.424 -0.191
H 4.594 0.438 -0.272
H 5.167 -1.346 1.299
H 3.719 -3.335 1.509
H 1.707 -3.535 0.088
H 1.144 -1.753 -1.499
H 1.485 0.370 -2.416
H 3.198 0.721 -2.669
H -0.083 3.259 -1.244
H 0.041 -0.079 -0.149
H -1.037 -1.599 -1.845
H -2.474 -0.599 -1.605
H -3.353 -2.202 1.667
*
```

---

Record 6
# C18H26N2O3S

C18H26N2O3S in the gas phase (the ωB97M-V functional and the def2-TZVPD basis, the OMol25 dataset).

## Properties
E_HOMO in Ha: -0.3341
Lowest unoccupied orbital energy in eV: 0.61
SMILES: Cc1ccc(S(=O)(=O)N2CCC[C@H]2C(=O)N2CCCCCC2)cc1
ΔE to the lowest compared entry with this formula, charge and spin in kcal per mole: 13.16
Total energy in a.u.: -1434.92893
Molar mass in g/mol: 350.484

ORCA input file:
```
! RIJCOSX wB97M-V def2-TZVPD def2/J DEFGRID3
* xyz 0 1
C 4.496 0.361 -3.753
C 3.235 -0.202 -3.174
C 3.201 -1.505 -2.689
C 2.033 -2.036 -2.171
C 0.893 -1.255 -2.130
C 0.899 0.033 -2.628
C 2.069 0.557 -3.145
H 2.080 1.564 -3.537
H -0.021 0.594 -2.621
S -0.627 -1.907 -1.449
O -1.736 -1.280 -2.111
O -0.559 -3.342 -1.457
N -0.606 -1.276 0.124
C 0.395 -1.915 0.973
C -0.357 -2.802 1.983
H 0.075 -3.798 2.042
H -0.337 -2.344 2.971
C -1.793 -2.822 1.460
H -2.522 -2.927 2.260
H -1.926 -3.612 0.721
C -1.905 -1.461 0.771
H -2.681 -1.441 0.002
C -2.193 -0.357 1.800
O -2.406 -0.633 2.968
N -2.262 0.912 1.355
C -1.964 1.380 0.023
H -2.074 0.566 -0.695
C -0.550 1.960 -0.104
C -0.187 2.995 0.963
H 0.772 3.436 0.680
H -0.923 3.801 0.976
C -0.054 2.380 2.359
H 0.314 1.357 2.254
H 0.691 2.934 2.934
C -1.355 2.364 3.164
H -1.235 1.673 3.999
H -1.553 3.357 3.573
C -2.572 1.937 2.335
H -2.989 2.793 1.800
H -3.337 1.539 3.008
H 0.167 1.138 -0.057
H -0.469 2.423 -1.089
H -2.697 2.156 -0.226
H 0.979 -1.136 1.473
H 1.065 -2.498 0.341
H 1.987 -3.055 -1.818
H 4.095 -2.110 -2.723
H 4.538 0.146 -4.821
H 5.371 -0.084 -3.287
H 4.534 1.440 -3.627
*
```